[1]
38
Properties=species:S:1:pos:R:3:forces:R:3 method="wB97M-V/def2-TZVPD" homo_lumo_gap_ev=8.08 lumo_ev=2.82 total_charge=-1 e_tot_ev=-26942.0096
C 0.16401 -1.93650 -0.39861 -1.4 0.6 -1.9
N -0.88323 -2.00385 -1.49143 1.8 0.4 1.3
C -1.78665 -0.92590 -1.74760 -2.4 -2.0 2.2
O -1.57013 0.21201 -1.24752 1.4 0.3 0.0
O -2.89074 -1.30206 -2.19815 0.5 0.3 -1.2
C 1.37674 -1.25008 -1.03739 1.5 -0.8 2.0
N 1.35774 0.20830 -0.87976 0.3 -0.1 -0.7
H 0.37268 -2.92088 0.04308 0.1 -0.2 -0.9
H -0.33559 -1.46006 0.45566 0.7 0.7 -0.4
H -1.09082 -2.94720 -1.75163 -0.9 0.2 -0.3
H 2.29729 -1.59730 -0.53612 -0.1 0.1 0.6
H 1.65269 -1.70531 -2.00893 -1.1 0.6 -0.3
H 0.42221 0.57552 -1.03497 -0.4 -0.4 -0.3
H 1.94007 0.58256 -1.62331 0.0 0.3 0.2
H 1.17370 -1.70496 1.81956 0.2 0.6 -0.4
H 2.35295 -0.61407 1.69924 -1.2 -0.3 -0.1
O 1.88823 -1.23643 2.26543 0.2 -0.3 1.1
H -3.79073 1.71170 -0.49054 -0.5 -0.1 -0.1
H -2.49883 1.68885 -1.17645 -0.1 -0.1 -0.4
O -3.19952 2.33230 -0.91702 0.2 0.2 0.1
H -1.29236 1.41189 0.58219 0.1 -0.6 0.0
H -2.48608 2.19240 0.94619 0.1 -0.4 0.2
O -1.90189 1.50374 1.32873 -0.2 0.7 0.1
H 0.68181 -0.61735 -3.41716 -0.8 -0.4 0.0
H -0.83485 -0.62654 -3.92764 0.1 -0.5 0.3
O -0.03500 -0.11219 -3.81622 0.7 1.0 -0.7
H 1.44996 2.37182 0.17122 0.1 -0.1 -0.1
H 1.45317 2.49609 1.66562 -0.4 0.2 0.4
O 1.95520 2.77056 0.88901 0.2 -0.1 -0.3
H -2.34971 -2.20017 2.39996 -0.2 0.7 -0.4
H -2.34071 -0.82382 1.54013 -0.2 -0.2 0.3
O -1.83989 -1.59516 1.84242 0.3 -0.4 0.3
H 3.27165 1.36023 0.84443 0.0 0.7 -0.1
H 3.48906 -0.08080 1.05139 0.7 -0.4 -0.4
O 3.99383 0.72118 0.93596 0.1 0.0 0.1
H 0.54608 1.39378 3.38899 -0.4 -0.3 0.0
H -0.79364 1.94497 2.73149 0.4 -0.3 -0.2
O 0.08130 2.18275 3.09970 0.3 0.5 0.2

[2]
42
Properties=species:S:1:pos:R:3:forces:R:3 method="wB97M-V/def2-TZVPD" homo_lumo_gap_ev=9.87 lumo_ev=0.01 smiles="NC(N)=O.NC(N)=O.NC(N)=O.O.O.O.O.O.O" total_charge=0 e_tot_ev=-30872.5402
N 1.40892 1.38144 -2.21857 0.4 -0.6 1.2
C 2.05490 1.55523 -1.02901 0.2 1.2 -0.7
N 2.95116 2.57862 -1.01458 0.1 -0.2 0.1
O 1.83848 0.87591 -0.02484 -0.2 -0.3 0.0
H 1.43460 2.14832 -2.86462 -0.4 -0.2 -0.2
H 0.58980 0.79045 -2.12853 -0.2 0.3 -0.7
H 3.38265 2.83371 -0.14581 0.0 -0.1 0.0
H 3.16474 3.11202 -1.83627 0.0 0.0 0.0
N -1.06510 1.61889 0.67926 -0.4 0.0 0.2
C -1.04314 2.94863 0.99355 0.3 -0.3 -0.1
N -2.24897 3.58208 0.84147 -0.2 0.0 0.1
O -0.03699 3.52484 1.36287 0.1 0.2 -0.2
H -0.20251 1.10510 0.64305 0.2 0.1 0.2
H -1.92928 1.14369 0.49205 0.1 -0.1 -0.2
H -2.27017 4.58353 0.84699 0.0 0.0 0.2
H -3.07830 3.07654 0.59447 0.0 0.1 -0.2
N -2.71701 -0.51029 -1.26073 0.7 0.4 -0.1
C -2.44690 0.28342 -2.35064 -0.3 -0.1 0.1
N -3.53618 0.75165 -3.01610 -0.3 -0.1 0.2
O -1.30122 0.55445 -2.66621 0.1 0.1 -0.1
H -3.62767 -0.86385 -1.03631 0.0 -0.2 -0.2
H -1.89173 -1.03769 -1.01478 -0.3 -0.4 0.3
H -3.44743 1.48558 -3.69218 0.1 -0.1 -0.1
H -4.44725 0.42698 -2.75149 -0.1 0.2 -0.1
O 1.14866 -4.36329 2.23306 -0.1 0.0 0.0
H 0.32563 -4.79043 1.98275 0.0 -0.1 -0.1
H 0.90601 -3.47525 2.52203 -0.1 -0.1 0.3
O 0.59570 -1.58548 -0.04131 -0.5 0.3 -0.1
H 0.84016 -0.65070 -0.17521 0.4 -0.1 0.1
H 0.89297 -1.76710 0.85506 0.0 -0.1 0.0
O -0.46881 -1.93610 3.01888 0.0 -0.1 -0.1
H -0.98151 -1.29632 3.52175 0.1 0.1 0.1
H -1.12750 -2.51268 2.61845 -0.1 0.1 0.0
O 2.88503 -0.07109 2.42814 -0.1 0.0 0.0
H 2.69546 0.40509 1.60671 -0.1 0.0 -0.2
H 2.36739 0.38541 3.09730 0.0 0.0 0.0
O 3.50103 -2.84984 1.92685 -0.1 0.0 -0.1
H 2.91739 -3.60722 1.80999 0.1 -0.1 0.0
H 2.91571 -2.07994 1.97633 0.4 0.1 0.2
O -0.58508 -2.87290 -2.26416 -0.3 0.1 0.0
H -0.10640 -2.51363 -3.01582 0.0 0.0 0.0
H -0.25722 -2.36780 -1.50382 0.4 -0.3 0.1

[3]
41
Properties=species:S:1:pos:R:3:forces:R:3 method="wB97M-V/def2-TZVPD" homo_lumo_gap_ev=9.72 lumo_ev=2.29 total_charge=-1 e_tot_ev=-31609.7158
O 0.35875 -2.04896 -0.60089 -1.0 2.5 2.1
C -0.10292 -1.02150 0.05166 3.2 -2.6 -2.1
N -1.32661 -0.63005 -0.27156 -0.3 1.1 -1.0
C -1.96025 0.62299 0.02365 -0.5 0.6 1.2
O -1.29203 1.44410 0.74347 -1.3 -1.5 -0.1
O -3.12259 0.73519 -0.43289 1.4 0.2 0.1
C 0.79646 -0.34748 1.06411 0.5 -2.4 2.0
H -1.57484 -1.01396 -1.17635 -0.6 -0.3 0.4
H 0.81655 0.71189 1.12931 -0.5 0.6 -0.1
H 1.88845 -0.68051 0.95546 -1.8 0.0 0.1
H 0.35982 -0.75269 2.08999 1.1 1.0 -1.8
H -0.26210 1.67810 3.18059 1.6 -0.3 1.3
H -1.18807 1.12150 4.03421 3.2 -0.1 1.5
O -0.12889 1.28974 4.10933 -4.9 0.4 -2.9
H 1.83950 1.55889 -3.06034 -2.2 -0.5 -2.0
H 0.22815 1.36587 -3.06958 -0.8 0.2 0.4
O 0.91843 1.26796 -3.71190 2.8 0.3 0.9
H 0.54554 -1.98343 -2.99287 -2.8 -1.1 1.7
H 1.19949 -0.51054 -3.27207 -1.7 4.2 -0.1
O 1.17694 -1.41248 -3.29064 3.9 -3.1 -2.5
H -2.41250 0.14476 2.48486 -2.0 -1.5 1.8
H -2.50160 -1.11222 3.35751 2.0 -2.8 0.8
O -3.01177 -0.38485 3.16656 0.1 4.4 -2.7
H -2.73709 2.47172 -0.91421 1.0 2.8 0.4
H -2.01587 3.35495 0.05600 1.3 -0.2 4.9
O -2.23669 3.40872 -0.80325 -3.3 -2.4 -5.6
H 2.64552 -0.96759 -2.33050 -0.2 -0.4 -2.2
H 2.24464 -1.41771 -1.07717 -1.0 -0.9 1.1
O 3.01118 -1.04159 -1.47815 1.7 1.0 1.5
H 0.31495 2.11006 -0.12758 -0.1 -0.1 0.5
H -0.63526 2.52526 -1.16587 -0.6 0.8 -0.3
O 0.26972 2.68851 -0.88916 1.7 -0.1 -0.6
H 1.79181 -2.91781 2.51527 0.9 -0.1 -0.4
H 1.80702 -3.20608 1.04223 1.4 0.2 1.0
O 2.45112 -3.14001 1.81774 -2.4 0.0 -0.7
H 1.73985 2.31894 -1.62772 2.3 -1.5 -0.2
H 2.60366 0.87927 -1.69105 0.3 0.3 0.6
O 2.64614 1.81919 -1.96883 -2.2 1.4 0.7
H -2.41564 -2.67894 1.54700 -1.7 0.1 -0.1
H -1.24735 -3.55636 1.03955 -0.5 2.4 1.2
O -1.48160 -2.69286 1.54410 2.1 -2.8 -0.7

[4]
37
Properties=species:S:1:pos:R:3:forces:R:3 method="wB97M-V/def2-TZVPD" homo_lumo_gap_ev=9.66 lumo_ev=-2.61 total_charge=+1 e_tot_ev=-40986.2389
N -1.11671 -0.01012 0.58435 1.2 -0.2 1.9
C -1.53570 1.46731 0.79647 -0.3 -0.4 0.7
C -3.02950 1.41734 0.53351 -2.0 0.9 -0.4
C -0.72430 2.38939 -0.11444 0.1 1.9 1.4
S 1.14118 2.53296 0.47746 -1.8 -0.2 -1.6
S 2.08873 2.35542 -1.37080 -0.1 -0.6 0.6
H -1.94239 -0.63011 0.80606 1.3 0.7 0.2
H -0.90764 -0.14490 -0.39952 0.4 -0.3 -0.2
H -0.24583 -0.28064 1.22477 -2.2 0.6 -1.8
H -1.41210 1.76061 1.89574 0.2 -0.7 -1.6
H -3.56853 0.82144 1.28858 0.6 0.4 0.0
H -3.52344 2.44092 0.55339 0.8 -1.2 -0.2
H -3.33919 0.89463 -0.40056 0.6 0.7 0.1
H -0.81720 2.22251 -1.17087 0.5 -0.9 -0.5
H -1.20503 3.42769 -0.09465 0.8 -1.2 0.6
H 1.91908 3.59515 -1.80822 0.0 0.5 0.0
H 0.68284 -3.20648 1.46720 0.1 -0.6 -0.1
H 0.86438 -4.65940 1.91780 1.4 -1.4 0.0
O 0.24168 -3.97142 1.87850 -1.3 2.1 -0.3
H 0.81106 -1.65475 -2.69253 -0.3 4.9 0.7
H 1.31362 -2.52979 -4.00282 -1.9 0.4 5.0
O 0.87895 -2.50073 -2.95885 2.5 -6.1 -5.5
H 0.78358 -0.79668 3.91608 -0.8 1.1 0.2
H 0.73681 -1.46449 2.72899 -0.8 -0.2 -0.9
O 0.20325 -0.75141 3.12581 2.0 -1.0 0.8
H 0.35650 -0.44385 -4.66641 -0.3 0.4 0.0
H -0.06762 0.65230 -3.63234 -0.9 1.6 -0.3
O 0.39535 -0.14311 -3.75370 1.1 -1.3 0.1
H -3.12185 -0.64909 3.30132 -4.3 -2.7 2.8
H -1.65117 -0.24304 3.53993 -1.1 -0.4 -0.6
O -2.43212 -0.24506 2.93800 5.1 2.8 -1.9
H -1.16212 -3.47820 -0.32294 0.2 1.0 -2.0
H -0.78851 -3.33541 -1.81523 2.5 -3.4 -4.9
O -1.09954 -2.88030 -1.13934 -2.7 2.6 7.3
H 1.77857 -2.45876 -0.58699 -0.9 0.9 0.7
H 2.74002 -1.68709 0.18580 -0.4 0.6 0.5
O 1.76763 -1.75046 0.11922 1.1 -1.5 -1.1

[5]
36
Properties=species:S:1:pos:R:3:forces:R:3 method="wB97M-V/def2-TZVPD" homo_lumo_gap_ev=10.17 lumo_ev=0.15 smiles="C=CC.O.O.O.O.O.O.O.O.O" total_charge=0 e_tot_ev=-21927.7659
C -0.90658 -1.10829 1.38630 0.1 -0.7 0.3
C 0.11656 -1.96306 1.50144 0.3 1.8 -0.2
C 1.08218 -2.00903 0.35419 1.2 -1.0 0.9
H -1.62048 -0.94775 2.17969 0.0 0.0 0.1
H -1.06049 -0.55690 0.45656 0.1 -0.3 0.2
H 0.39819 -2.36272 2.47345 -0.3 -0.4 -0.2
H 1.53657 -2.99948 0.21271 -0.6 -0.1 -0.3
H 0.59896 -1.63037 -0.52926 0.1 -0.4 -0.2
H 2.01080 -1.46505 0.57261 -0.4 0.4 0.1
O -0.39136 2.92309 -1.62497 0.9 0.6 -0.2
H 0.09226 3.77102 -1.68529 -0.6 -0.5 0.0
H 0.32975 2.25773 -1.66697 -0.6 -0.1 0.1
O 3.77902 0.17890 -0.07503 -0.2 0.0 0.3
H 3.78809 0.76849 0.69478 0.0 -0.1 -0.3
H 2.84566 0.16721 -0.35854 0.4 0.3 0.0
O -2.87478 1.20802 1.31421 0.3 -0.1 -0.4
H -2.78122 1.06393 2.25521 -0.4 0.0 0.4
H -1.92903 1.23413 1.07005 -0.2 0.2 0.1
O 2.28828 1.91534 1.91153 -0.4 0.2 0.4
H 1.83331 1.07474 2.02983 0.2 -0.4 0.1
H 1.87525 2.46706 2.59798 0.3 -0.1 -0.3
O -0.26414 1.80315 0.82546 -0.3 0.3 0.2
H -0.58748 2.42092 0.13396 0.8 -0.3 0.2
H 0.70333 1.89292 0.91534 -0.6 0.2 -0.5
O -0.57042 -1.22350 -2.38061 0.5 0.3 -0.3
H -0.90853 -2.11076 -2.18428 -0.3 0.3 0.1
H -1.28522 -0.54903 -2.35804 0.0 -0.6 0.1
O -1.59557 -3.26039 -0.66989 0.2 -0.7 -0.2
H -0.85435 -3.63716 -0.16793 -0.4 0.1 -0.3
H -1.76361 -2.44245 -0.20167 -0.1 0.2 0.3
O 1.25243 0.58301 -1.32810 0.7 0.7 -0.4
H 1.72475 0.69720 -2.16699 0.0 -0.2 0.2
H 0.78645 -0.25632 -1.44335 -0.6 -0.1 -0.4
O -2.53741 0.49198 -1.69255 0.0 0.9 0.3
H -2.70568 0.14908 -0.80463 -0.2 0.1 0.0
H -2.40546 1.45433 -1.54722 -0.1 -0.8 -0.3

[6]
37
Properties=species:S:1:pos:R:3:forces:R:3 method="wB97M-V/def2-TZVPD" homo_lumo_gap_ev=10.97 lumo_ev=-3.01 total_charge=+1 e_tot_ev=-21938.5627
O -19.03579 22.05659 -8.98968 0.0 0.2 0.0
H -18.11029 22.01798 -8.56275 0.4 -0.5 -0.2
H -19.68456 21.60110 -8.40327 -0.5 0.1 0.2
H -19.34833 22.99318 -9.21572 -0.1 -0.2 0.3
O -16.68634 21.41823 -8.12149 -0.2 0.5 -0.1
H -16.21703 21.30257 -8.96068 -0.1 -0.1 -0.1
H -16.24649 22.15419 -7.67415 0.0 -0.1 0.1
O -20.00668 24.45135 -9.14298 -0.2 0.1 -0.1
H -19.84986 25.10727 -9.83323 0.3 0.0 0.0
H -20.77397 24.75670 -8.64734 0.0 -0.1 0.0
O -17.53269 23.95553 -6.95644 -0.1 0.1 0.0
H -17.20494 24.81357 -6.65983 0.0 -0.1 0.1
H -18.38618 23.85994 -6.51833 0.1 0.0 0.1
O -16.99352 21.13308 -11.03838 0.2 -0.2 0.0
H -17.68045 21.42585 -11.65065 0.1 0.4 0.0
H -16.23200 20.93372 -11.59518 -0.1 0.0 0.0
O -19.06918 19.23709 -9.97820 0.1 0.1 0.2
H -19.71884 19.68617 -10.52467 0.0 -0.1 -0.1
H -18.23034 19.68988 -10.16005 -0.1 -0.1 -0.1
O -17.21171 25.05133 -9.66215 -0.2 -0.1 -0.1
H -16.55307 25.67666 -9.34503 0.0 0.0 -0.1
H -17.45908 24.51861 -8.89242 0.2 0.3 0.0
O -19.29815 22.81892 -11.86143 -0.2 -0.2 0.1
H -19.87136 22.04399 -11.83118 -0.1 0.1 -0.1
H -19.81207 23.46931 -12.35336 0.2 0.0 -0.1
C -22.69850 19.38285 -7.95374 -0.4 -0.9 -0.5
C -22.25502 20.71961 -8.51777 -0.5 -0.7 0.3
C -23.43596 21.62353 -8.84764 -0.3 0.6 -0.6
O -21.32098 21.33354 -7.60068 0.3 0.2 -0.6
H -21.85698 18.70550 -7.80339 0.1 0.3 0.4
H -23.31511 18.81865 -8.66759 0.0 0.4 -0.2
H -23.33777 19.46392 -7.07274 0.3 0.2 0.2
H -21.70912 20.49625 -9.43631 0.3 0.3 0.2
H -23.33581 22.64326 -8.46501 0.2 -0.1 0.2
H -24.40031 21.23823 -8.51920 0.1 -0.1 0.2
H -23.53260 21.76336 -9.92827 0.0 -0.1 0.0
H -21.81528 21.69047 -6.85566 0.0 -0.1 0.1

[7]
39
Properties=species:S:1:pos:R:3:forces:R:3 method="wB97M-V/def2-TZVPD" homo_lumo_gap_ev=10.28 lumo_ev=-2.67 total_charge=+1 e_tot_ev=-23442.7589
O -1.24113 -1.46917 0.74161 0.3 -0.5 0.1
C -1.91011 -0.38037 0.04161 2.8 0.9 2.6
C -1.73442 -0.80628 -1.37039 0.0 1.3 -1.0
N -0.20868 -1.02316 -1.72327 -0.6 3.6 2.6
C -0.10867 -0.81927 -3.16491 0.1 0.7 -2.2
H -0.52476 -1.13651 1.29928 -0.4 0.3 -0.2
H -2.84683 -0.41186 0.54523 -1.2 0.4 -1.2
H -1.42080 0.63013 0.37825 -0.8 -2.0 -1.4
H -2.10336 -0.08116 -2.13026 0.2 -0.4 0.7
H -2.23814 -1.75890 -1.55752 0.4 0.0 0.1
H 0.01436 -1.91095 -1.32406 0.0 -2.2 -0.8
H 0.52330 -0.50880 -1.03991 -2.3 -0.2 -2.3
H 0.81573 -1.24580 -3.56303 -0.2 -0.2 0.1
H -0.11464 0.28721 -3.58898 -0.3 -2.1 1.7
H -1.01421 -1.35462 -3.57118 1.2 0.6 0.0
H 0.17023 1.57449 3.89729 1.4 1.7 0.3
H 1.28299 2.83279 4.00803 -0.7 0.1 0.5
O 1.03621 1.98934 3.63448 -0.8 -1.9 -0.8
H 0.69886 -4.12253 -0.58012 -0.1 -3.2 0.8
H 0.99988 -2.73992 0.10434 -0.2 -1.2 -0.9
O 0.73024 -3.22568 -0.71627 0.8 3.9 0.3
H 4.00929 1.82356 -0.86818 -3.4 -0.6 -0.2
H 2.80830 0.68195 -1.06437 0.9 2.9 0.8
O 2.96718 1.70100 -0.90469 2.6 -1.5 -0.6
H 0.81920 -0.78345 2.88920 0.2 0.4 -1.6
H 1.02009 0.52815 2.12629 -0.1 0.2 -0.1
O 0.84062 -0.41588 1.95741 0.2 0.0 2.3
H 1.03024 4.69993 -1.00593 0.4 -0.2 -0.1
H 1.68611 3.77198 0.09644 0.7 -0.2 -0.5
O 0.95170 4.33910 -0.12178 -1.1 0.2 0.6
H 1.94901 -0.50473 0.63484 0.1 0.0 1.3
H 3.49810 -1.01030 0.48547 -2.3 0.8 -0.8
O 2.64472 -0.70927 0.01789 2.3 -1.7 -0.5
H -4.42419 -1.75303 1.55584 -0.1 -0.6 0.0
H -4.14060 -2.82132 0.42005 -0.2 -0.5 0.5
O -4.13751 -1.89694 0.65161 -0.3 0.5 -0.4
H -1.11615 2.69038 1.61084 -0.5 0.1 1.0
H -0.36788 3.05613 0.39918 -0.1 -0.7 -0.2
O -0.84426 2.28374 0.79970 0.9 1.2 -0.6